80
Properties=species:S:1:pos:R:3 method="wB97M-V/def2-TZVPD" lumo_energy_ev="-7.922 / -8.753" s_squared=0.841 e_homo_ev="-12.53 / -12.52" multiplicity=2 total_charge=+2
Pd 0.02 -0.03 -0.02
Ge 0.44 2.30 0.94
S -2.46 0.87 -0.27
F -2.31 -2.18 -4.54
F 2.35 -1.88 -4.62
N -1.41 -0.13 1.88
N 2.25 -0.04 -0.85
N 1.89 -2.35 1.25
N 0.65 -1.99 0.87
C -3.74 4.30 2.16
C -0.02 -3.12 0.64
C -2.79 4.04 3.13
C 1.11 3.52 -0.54
C 3.63 -0.21 -2.78
C 2.11 5.53 -1.50
C 2.51 6.87 -1.36
C -2.53 0.43 1.41
C 1.19 -0.89 -2.79
C -3.60 0.26 3.53
C 2.28 4.83 -2.71
C 2.29 7.57 -0.20
C -3.66 0.65 2.21
C 1.62 2.50 2.59
C 0.03 -2.03 -4.61
C -0.05 -0.68 -2.16
C 3.28 0.44 -0.17
C 4.71 0.25 -2.05
C 0.81 -4.22 0.91
C -3.45 4.08 0.82
C -1.36 -0.51 3.15
C -1.17 -1.77 -3.98
C 1.84 3.54 -2.85
C 2.40 -0.38 -2.14
C 1.50 4.87 -0.39
C 1.67 6.93 0.89
C -1.22 -1.11 -2.76
C 1.19 -1.59 -4.01
C -1.43 -3.17 0.18
C -2.19 3.62 0.46
C 1.28 5.61 0.78
C -1.55 3.52 2.77
C 1.20 2.91 -1.78
C 3.29 -4.37 1.67
C -2.43 -0.33 4.02
C 2.03 -3.70 1.29
C 4.54 0.59 -0.72
C -1.25 3.31 1.44
H 1.50 7.48 1.80
H -4.45 0.41 4.18
H 2.72 5.35 -3.55
H 3.10 0.70 0.87
H -4.70 4.69 2.44
H -2.20 -0.93 -2.31
H 3.02 7.35 -2.19
H 1.98 3.01 -3.78
H 0.73 5.15 1.59
H 1.33 1.78 3.36
H -4.54 1.10 1.78
H 3.74 -0.42 -3.83
H -2.01 -2.33 0.57
H 5.36 0.96 -0.12
H -0.83 3.28 3.54
H 0.54 -5.25 0.83
H 0.07 -2.56 -5.55
H 2.66 2.32 2.33
H -2.36 -0.63 5.05
H 4.07 -4.18 0.93
H 1.53 3.50 2.99
H -4.18 4.28 0.06
H 0.78 1.91 -1.92
H -1.46 -3.14 -0.91
H -1.90 -4.10 0.50
H 3.65 -4.01 2.63
H 2.57 8.60 -0.11
H 5.67 0.34 -2.53
H -1.94 3.53 -0.59
H 3.12 -5.44 1.73
H -3.01 4.21 4.17
H -0.44 -0.97 3.49
H 2.58 -1.66 1.50

81
Properties=species:S:1:pos:R:3 method="wB97M-V/def2-TZVPD" lumo_energy_ev="-0.710 / -0.641" s_squared=3.777 e_homo_ev="-6.96 / -7.89" multiplicity=4
Sb -4.35 -1.06 -0.85
Mo -0.12 -0.05 0.45
S -2.09 -1.70 0.22
S -5.38 0.54 0.25
S -1.90 -0.38 -1.46
P 2.36 0.24 0.78
P 0.93 -1.50 -1.48
F -4.00 4.59 2.17
F 0.33 0.23 2.37
N 3.67 -1.11 -1.28
C -3.20 3.57 1.78
C 2.09 2.97 0.97
C 5.05 -2.34 2.48
C -0.44 -5.32 -1.45
C 2.38 4.24 1.44
C 7.18 -0.94 -2.41
C -2.43 3.73 0.65
C 2.65 -2.14 -1.16
C 5.38 -2.84 -1.51
C -3.17 2.42 2.53
C -1.54 1.48 0.99
C -0.58 -3.15 -3.18
C -2.34 1.38 2.13
C 1.21 1.54 -4.20
C 2.91 -2.83 3.45
C 0.89 0.79 -3.08
C 2.75 1.86 1.49
C -1.13 -5.43 -2.65
C 1.95 -1.13 -4.06
C 3.69 2.02 2.50
C 3.49 0.20 -0.69
C 3.32 4.40 2.45
C 1.25 -0.55 -3.00
C 6.67 -3.21 -1.85
C 3.12 -1.04 1.84
C -1.20 -4.35 -3.51
C 0.17 -4.12 -1.11
C 1.90 0.95 -5.25
C 4.48 -1.32 1.74
C 0.12 -3.04 -1.98
C 2.34 -1.80 2.70
C 7.58 -2.27 -2.30
C -1.61 2.67 0.27
C 4.96 -1.51 -1.61
C 5.89 -0.57 -2.07
C 4.27 -3.10 3.33
C 3.97 3.29 2.98
C 2.27 -0.38 -5.18
H 3.09 0.94 -1.40
H -0.65 -2.31 -3.85
H -2.48 4.65 0.09
H 3.54 5.39 2.83
H 4.18 1.16 2.93
H 2.65 -2.65 -0.19
H 6.11 -2.54 2.38
H -1.74 -4.43 -4.44
H 0.67 -4.03 -0.15
H 1.28 -1.58 2.81
H -1.61 -6.36 -2.90
H 7.87 -0.19 -2.77
H -0.40 -6.16 -0.76
H 8.59 -2.56 -2.57
H 2.15 1.54 -6.13
H -2.31 0.48 2.73
H 4.69 3.41 3.78
H -1.03 2.80 -0.65
H 4.46 0.58 -0.36
H 5.12 -0.75 1.07
H 1.33 2.84 0.21
H 2.81 -0.84 -6.00
H 4.70 -3.60 -1.12
H 2.84 -2.89 -1.92
H 5.59 0.47 -2.20
H 2.24 -2.18 -4.02
H 4.71 -3.90 3.91
H 0.35 1.25 -2.26
H 6.96 -4.25 -1.76
H 1.86 5.09 1.04
H 0.92 2.58 -4.25
H -3.80 2.33 3.41
H 2.29 -3.41 4.12

90
Properties=species:S:1:pos:R:3 method="wB97M-V/def2-TZVPD" lumo_energy_ev="-0.416 / -0.417" de_lowest_kj_mol=86.9 e_homo_ev="-6.79 / -6.79"
W -0.31 -0.28 0.90
S -3.67 0.63 -0.43
S 0.60 -2.10 2.43
O -4.02 -0.73 -0.11
O 2.85 1.20 3.30
O 1.20 -3.23 -1.47
O -3.94 1.13 -1.75
O -2.09 -0.83 2.08
N 1.64 0.39 1.49
N -2.10 0.83 -0.06
N 1.06 -1.17 -0.49
N -0.54 1.34 2.43
N -1.51 -2.23 0.49
N -0.05 1.44 -0.37
N -2.90 -3.96 0.80
N -1.11 -0.65 -2.39
N -6.40 4.19 3.44
N -1.16 -4.19 -0.81
N -1.71 2.89 -1.26
C -5.53 2.01 2.86
C 0.49 2.34 4.33
C -5.76 3.36 2.55
C -4.76 3.00 0.38
C 4.77 -1.29 -0.74
C 0.53 1.56 3.20
C -0.41 -2.63 -3.52
C -0.70 2.96 4.67
C -1.80 2.79 3.84
C 3.45 -1.63 -0.98
C -1.88 -0.35 -3.43
C -0.41 -0.98 4.78
C -0.71 3.61 -1.76
C -1.68 1.97 2.73
C 0.64 3.29 -1.63
C -0.39 -1.76 -2.42
C 0.94 2.17 -0.88
C 0.62 -2.04 -1.37
C 5.08 -0.39 0.26
C -1.34 1.79 -0.62
C 2.45 -1.06 -0.20
C 2.75 -0.15 0.82
C 0.70 -1.45 4.07
C -3.75 -5.07 0.47
C -4.54 1.67 0.70
C 1.82 1.00 2.69
C -3.34 -2.96 1.74
C -1.22 -2.31 -4.59
C -0.28 -0.51 6.08
C 0.96 -0.50 6.70
C -5.36 3.84 1.29
C -4.93 1.18 1.94
C 2.07 -0.97 6.01
C -2.32 -1.91 1.47
C -1.82 -3.52 0.07
C 1.94 -1.43 4.71
C -1.98 -1.16 -4.55
C 4.09 0.19 1.03
H -3.26 -5.74 -0.24
H 3.20 -2.31 -1.78
H 0.37 -3.84 -1.35
H 1.41 3.90 -2.07
H 5.55 -1.74 -1.35
H -4.73 0.14 2.19
H 1.07 -0.13 7.71
H 3.05 -0.96 6.47
H -1.15 -0.14 6.60
H -5.55 4.87 1.04
H -4.69 -4.74 0.02
H -1.53 -5.12 -0.93
H 6.12 -0.12 0.44
H -3.30 -3.29 2.78
H -2.46 0.56 -3.34
H -1.38 -0.98 4.31
H 1.40 2.45 4.91
H -1.26 -2.97 -5.45
H -4.34 -2.58 1.51
H -6.34 5.18 3.30
H -3.98 -5.66 1.36
H -2.63 -0.88 -5.37
H -1.00 4.52 -2.29
H -0.77 3.58 5.55
H -2.52 1.79 2.08
H 0.20 -3.51 -3.54
H -5.84 1.63 3.82
H 1.95 1.84 -0.67
H -4.45 3.37 -0.59
H 2.81 -1.77 4.16
H -2.75 3.27 4.03
H -6.45 3.89 4.40
H 4.34 0.88 1.82

Number 1: energy -4488.97369 a.u.. Number 2: energy -3908.07095 a.u.. Number 3: energy -3310.00980 a.u..